This record from the OMol25 dataset describes a structure of composition C35H31BF2IrN4O2. The level of theory is wB97M-V/def2-TZVPD.

Each line ends with the Löwdin spin population.
Cartesian coordinates (Å):
Ir  0.70  0.66  0.40  0.863
N  1.19  1.08  2.37  0.022
C  0.73  2.41  2.74  0.000
C  1.02  3.00  3.94  0.000
C  0.49  4.28  4.23  0.000
C  -0.30  4.93  3.32  0.000
C  -0.60  4.33  2.07  0.000
C  -1.39  4.94  1.07  -0.001
C  -1.60  4.29  -0.11  0.000
C  -1.01  3.03  -0.32  -0.002
N  -0.27  2.44  0.59  -0.004
C  -0.06  3.07  1.79  -0.001
H  2.19  0.98  2.57  0.001
H  0.72  0.40  3.02  0.009
H  1.64  2.50  4.67  0.000
H  0.73  4.75  5.17  0.000
H  -0.71  5.91  3.55  0.000
H  -1.82  5.92  1.25  0.000
H  -2.19  4.72  -0.90  0.000
H  -1.13  2.51  -1.26  0.000
N  0.32  -0.78  4.36  0.002
C  1.64  -1.30  4.46  0.000
C  2.34  -1.19  5.66  0.000
C  3.66  -1.62  5.74  0.000
C  4.29  -2.17  4.64  0.000
C  3.60  -2.26  3.44  0.000
C  2.28  -1.82  3.33  0.000
C  1.57  -1.94  2.03  0.006
C  0.47  -2.75  1.91  0.007
C  -0.19  -2.96  0.69  -0.001
C  0.28  -2.36  -0.45  0.004
C  1.42  -1.53  -0.37  -0.005
C  2.07  -1.29  0.84  -0.002
H  -0.03  -0.47  5.26  0.000
H  -0.35  -1.43  3.97  0.000
H  1.85  -0.79  6.53  0.000
H  4.18  -1.54  6.69  0.000
H  5.31  -2.52  4.70  0.000
H  4.08  -2.70  2.58  0.000
H  0.13  -3.30  2.79  0.000
H  -1.04  -3.63  0.65  0.000
H  -0.17  -2.56  -1.41  0.000
H  1.89  -1.20  -1.29  0.000
F  3.90  0.22  1.79  -0.001
B  3.39  -0.44  0.76  -0.002
F  4.01  -0.31  -0.40  -0.001
C  -3.91  -1.98  -6.23  0.000
O  -3.16  -1.53  -5.09  0.000
C  -3.75  -1.56  -3.88  0.000
C  -5.04  -2.04  -3.66  0.000
C  -5.59  -2.03  -2.39  0.000
C  -4.87  -1.54  -1.31  0.000
C  -3.59  -1.06  -1.52  0.000
C  -3.03  -1.07  -2.79  0.000
N  -1.71  -0.54  -2.89  0.004
C  -0.86  -0.53  -3.87  0.000
C  0.46  0.02  -3.78  0.002
C  1.26  -0.06  -4.93  0.000
C  2.55  0.43  -4.93  0.003
C  3.05  1.01  -3.77  0.000
C  2.28  1.11  -2.63  0.004
C  0.98  0.62  -2.61  0.003
O  0.20  0.74  -1.52  0.086
H  -3.25  -1.84  -7.09  0.000
H  -4.81  -1.37  -6.36  0.000
H  -4.17  -3.03  -6.13  0.000
H  -5.62  -2.42  -4.48  0.000
H  -6.59  -2.40  -2.24  0.000
H  -5.30  -1.53  -0.32  0.000
H  -3.00  -0.67  -0.69  0.000
H  -1.35  -0.13  -2.02  0.001
H  -1.18  -0.96  -4.81  0.000
H  0.85  -0.51  -5.82  0.000
H  3.16  0.36  -5.82  0.000
H  4.06  1.40  -3.76  0.000
H  2.67  1.58  -1.73  -0.001

Summary:
Charge = +2
<S²> = 0.75
2S+1 = 2
Orbital gap (alpha / beta) = 7.6 / 6.7 eV
Energy = -2050.42793 Eh
Energy above the lowest of the compared OMol25 structures with the same formula, charge and spin = 0.000 eV